DFT (wB97M-V/def2-TZVPD) results for one molecule with the formula C6H9N.

Computed properties:
* calculated total energy: -7854.3949 eV
* relative energy (zero: lowest compared OMol25 entry of this formula, charge and spin): 86.8 kcal per mole

```
! wB97M-V def2-TZVPD RIJCOSX def2/J DEFGRID3
* xyz 0 1
C 2.36240 -0.27853 0.33538
C 0.96320 -0.13691 -0.17336
C 0.12701 -1.04665 -0.74706
C -1.13058 -0.42327 -1.16612
C -2.13277 -0.07872 0.39388
C -0.98999 0.87068 -0.59547
N 0.30601 1.07814 -0.11065
H 2.42587 -0.02342 1.40009
H 2.70241 -1.31005 0.21462
H 3.05517 0.37595 -0.20676
H 0.38448 -2.08837 -0.91773
H -1.78279 0.25975 1.37975
H -2.23289 -1.16109 0.43768
H -3.10703 0.34034 0.14704
H -1.57592 1.75638 -0.82406
H 0.62542 1.86576 0.43276
*
```


DFT (wB97M-V/def2-TZVPD) results for a 2-piece molecular cluster, C2H6N4 overall.

Computed properties:
* calculated total energy: -8128.2455 eV
* relative energy (zero: lowest compared OMol25 entry of this formula, charge and spin): 88.7 kcal per mole

```
! wB97M-V def2-TZVPD RIJCOSX def2/J DEFGRID3
* xyz 0 1
C -0.85545 -0.72682 -0.88850
C -1.39127 1.08177 0.61665
N 3.70971 -0.76020 -0.76398
N 2.83119 -0.69596 -0.06190
N 1.97159 -0.79760 0.76979
N -0.67481 0.01710 0.07775
H -1.76648 -0.84272 -1.50327
H -0.04982 -1.32441 -1.22852
H -2.36214 0.82399 1.05075
H -0.75053 1.55029 1.33683
H -1.74967 1.85391 -0.22248
H 1.08768 -0.17935 0.81689
*
```


DFT (wB97M-V/def2-TZVPD) results for one molecule with the formula C6H15N.

Computed properties:
* calculated total energy: -7954.9038 eV
* relative energy (zero: lowest compared OMol25 entry of this formula, charge and spin): 19.9 kcal per mole

```
! wB97M-V def2-TZVPD RIJCOSX def2/J DEFGRID3
* xyz 0 1
C -0.96949 -2.95215 -0.82078
C -1.14596 -1.70256 0.02007
N -0.15900 -0.71740 -0.31869
C 0.03841 0.58190 0.20780
C 0.14941 0.61590 1.73909
C 1.14471 1.33213 -0.50979
C 1.01025 2.84254 -0.36440
H -0.95953 -2.62539 -1.86664
H -1.76369 -3.68150 -0.71017
H -0.00131 -3.37773 -0.62245
H -1.07838 -1.91766 1.09084
H -2.16298 -1.32375 -0.18019
H 0.31548 -0.90361 -1.18667
H -0.88568 1.17404 0.04933
H -0.63419 -0.03666 2.13013
H 1.15182 0.43527 2.11720
H -0.26520 1.56991 2.07519
H 2.09234 1.02474 -0.04834
H 1.26583 1.02205 -1.54177
H 1.02965 3.08877 0.70077
H 1.88619 3.33908 -0.77836
H 0.06105 3.21134 -0.74513
*
```


DFT (wB97M-V/def2-TZVPD) results for one molecule with the formula C4H6N2.

Computed properties:
* calculated total energy: -7225.0806 eV
* relative energy (zero: lowest compared OMol25 entry of this formula, charge and spin): 11.8 kcal per mole

```
! wB97M-V def2-TZVPD RIJCOSX def2/J DEFGRID3
* xyz 0 1
C -1.24482 -1.01687 -0.23296
C -0.06364 -0.10514 0.03981
N 0.38642 -0.12396 1.32045
C 0.47219 0.68362 -0.92379
C 1.55351 1.56296 -0.63367
N 2.43011 2.26734 -0.31932
H -1.60688 -1.52817 0.65783
H -2.05275 -0.38767 -0.64143
H -0.98286 -1.79634 -0.95482
H -0.10816 -0.67365 2.01604
H 1.13839 0.48805 1.60948
H 0.07850 0.62983 -1.93763
*
```


DFT (wB97M-V/def2-TZVPD) results for a 2-piece molecular cluster, C4H15N3O overall.

Computed properties:
* calculated total energy: -10908.6940 eV
* relative energy (zero: lowest compared OMol25 entry of this formula, charge and spin): 19.5 kcal per mole

```
! wB97M-V def2-TZVPD RIJCOSX def2/J DEFGRID3
* xyz 0 1
N -1.15964 -2.40206 0.77135
C 0.26289 -2.34575 0.35087
C 0.88225 -1.02392 0.79388
N 0.73961 -0.03995 -0.26779
C 1.33113 1.26318 0.00238
C 0.86334 2.24082 -1.06158
N -0.53769 2.69748 -1.04297
H -1.63784 -3.15680 0.28921
H -1.19691 -2.73060 1.73061
H 0.24889 -2.41179 -0.73565
H 0.91316 -3.14961 0.70653
H 0.49650 -0.59584 1.72930
H 1.94459 -1.22223 0.99191
H -0.25102 0.01632 -0.45592
H 2.42840 1.28762 -0.01815
H 1.10382 1.56521 1.03202
H 1.00918 1.72589 -2.01652
H 1.53466 3.09603 -1.16242
H -0.62803 3.23202 -0.18681
H -1.07781 1.88445 -0.74191
O -2.33764 0.30417 -0.01219
H -2.71021 0.40621 -0.87681
H -2.22165 -0.64085 0.18066
*
```


DFT (wB97M-V/def2-TZVPD) results for one molecule with the formula H4NOPS.

Computed properties:
* calculated total energy: -23727.4493 eV
* relative energy (zero: lowest compared OMol25 entry of this formula, charge and spin): 2.9 kcal per mole

```
! wB97M-V def2-TZVPD RIJCOSX def2/J DEFGRID3
* xyz 0 1
N 0.86004 -0.89296 0.77451
P 0.02262 0.52787 0.58068
O 0.67345 1.09711 -0.80573
S -1.73925 -0.38821 -0.31436
H 0.52488 -1.59836 0.07835
H 1.17847 -1.25003 1.72102
H 0.53865 2.01664 -0.78507
H -2.05884 0.48793 -1.24939
*
```